1.
DFT (ωB97M-V/def2-TZVPD) results for one molecule with the formula C4H10N4O.

```
19
Properties=species:S:1:pos:R:3:nbo_charge:R:1
C -0.20 1.29 -2.11 -0.68
C 0.33 0.69 -0.83 0.48
N -0.78 -0.46 -0.23 0.22
N 1.55 0.32 -0.64 -0.94
O -1.93 -0.48 -0.58 -0.26
H 2.18 0.67 -1.35 0.36
H 0.24 2.28 -2.24 0.24
H 0.08 0.66 -2.96 0.23
H -1.28 1.40 -2.11 0.23
C 0.50 -1.04 1.92 -0.71
C -0.32 -1.48 0.76 0.41
N -0.31 1.55 0.41 -0.86
N -0.73 -2.64 0.46 -0.57
H -1.28 1.84 0.48 0.38
H 0.24 1.52 1.26 0.38
H -0.43 -3.33 1.14 0.35
H -0.08 -0.40 2.58 0.23
H 0.84 -1.92 2.48 0.23
H 1.37 -0.48 1.56 0.29
```

Output
strongest force on any atom: 2.1 eV/Å
molar mass: 130.15 g mol⁻¹
relative energy (zero: lowest compared OMol25 entry of this formula, charge and spin): 132.6 kcal per mole

2.
DFT (ωB97M-V/def2-TZVPD) results for one molecule with the formula C3H9NO.

```
14
Properties=species:S:1:pos:R:3:nbo_charge:R:1
C -0.48 0.13 -0.69 -0.21
N 0.55 -0.17 0.21 -0.65
C 0.74 0.53 1.37 0.09
O -0.43 0.22 2.33 -0.78
C -0.45 -0.72 -1.98 -0.61
H -1.43 -0.01 -0.14 0.18
H -0.50 1.20 -1.04 0.18
H 0.99 -1.05 0.26 0.38
H 1.69 0.45 1.96 0.18
H 0.69 1.66 1.23 0.15
H -0.20 0.69 3.18 0.45
H 0.66 -1.14 -2.11 0.20
H -1.07 -1.66 -1.77 0.21
H -0.78 -0.12 -2.82 0.22
```

Output
strongest force on any atom: 3.8 eV/Å
molar mass: 75.11 g mol⁻¹
relative energy (zero: lowest compared OMol25 entry of this formula, charge and spin): 42.0 kcal per mole

3.
DFT (ωB97M-V/def2-TZVPD) results for a 11-piece molecular cluster, C30H80F2NO34S12 overall.

```
159
Properties=species:S:1:pos:R:3:lowdin_charge:R:1
N -1.00 0.45 0.14 -0.29
S 0.31 0.77 -0.49 0.43
O 0.32 0.76 -2.02 -0.36
O 1.54 0.41 0.19 -0.31
F 0.28 2.30 -0.09 -0.21
S -0.88 -1.18 0.33 0.55
O -0.92 -1.70 1.68 -0.30
O -0.21 -2.00 -0.68 -0.30
F -2.38 -1.31 -0.15 -0.21
O 4.70 -0.70 -4.83 -0.29
S 5.03 -0.24 -6.15 0.67
O 5.70 1.07 -6.31 -0.31
O 6.04 -1.40 -6.74 -0.28
C 5.58 -2.75 -6.95 -0.30
C 6.64 -3.65 -6.56 -0.09
C 3.58 -0.20 -7.39 -0.08
H 5.18 -2.91 -7.95 0.12
H 4.74 -2.83 -6.26 0.11
H 6.97 -3.63 -5.52 0.09
H 7.55 -3.93 -7.09 0.09
H 6.11 -4.60 -6.57 0.08
H 2.67 0.05 -6.84 0.06
H 3.36 -1.18 -7.83 0.05
H 3.77 0.49 -8.21 0.06
O 5.58 -7.28 -0.42 -0.30
S 5.33 -5.86 -0.25 0.68
O 5.04 -5.15 0.96 -0.29
O 6.70 -5.13 -0.92 -0.31
C 6.76 -3.62 -0.89 -0.24
C 7.76 -3.33 0.15 -0.10
C 4.15 -5.24 -1.61 -0.08
H 5.80 -3.23 -0.55 0.10
H 7.02 -3.17 -1.85 0.12
H 8.78 -3.64 -0.06 0.08
H 7.56 -3.66 1.17 0.08
H 7.71 -2.25 0.33 0.08
H 4.72 -5.30 -2.54 0.06
H 3.93 -4.19 -1.42 0.06
H 3.21 -5.78 -1.59 0.06
O 0.53 2.82 7.63 -0.31
S 0.75 2.41 6.24 0.66
O 0.52 3.35 5.17 -0.28
O 2.25 1.74 6.12 -0.28
C 2.67 1.57 4.77 -0.27
C 4.04 0.89 4.57 -0.05
C -0.17 0.82 5.98 -0.10
H 2.69 2.52 4.24 0.12
H 1.87 0.89 4.48 0.10
H 4.17 0.43 3.59 0.08
H 4.17 0.17 5.38 0.07
H 4.92 1.54 4.55 0.07
H -1.17 1.10 6.33 0.06
H 0.22 -0.11 6.38 0.08
H -0.23 0.69 4.90 0.06
O -5.03 -1.98 -5.08 -0.32
S -4.31 -3.26 -5.25 0.71
O -4.55 -4.30 -4.17 -0.34
O -4.66 -3.85 -6.73 -0.29
C -4.81 -5.27 -6.90 -0.27
C -5.05 -5.38 -8.40 -0.08
C -2.46 -2.91 -5.49 -0.07
H -5.74 -5.62 -6.45 0.12
H -3.90 -5.82 -6.68 0.12
H -4.21 -5.12 -9.04 0.08
H -5.96 -4.83 -8.66 0.08
H -5.18 -6.45 -8.54 0.08
H -2.10 -2.28 -4.67 0.07
H -2.46 -2.28 -6.38 0.06
H -1.99 -3.89 -5.54 0.06
O -0.69 10.30 0.92 -0.28
S -0.14 9.25 0.12 0.62
O 0.26 9.39 -1.28 -0.30
O 0.99 8.37 0.96 -0.27
C 0.83 8.21 2.38 -0.30
C 2.14 8.01 3.01 -0.07
C -1.25 7.92 0.04 -0.15
H 0.21 7.32 2.37 0.12
H 0.23 8.88 3.00 0.13
H 2.81 8.87 2.96 0.09
H 2.63 7.24 2.42 0.08
H 1.98 7.59 4.00 0.09
H -2.08 8.24 -0.59 0.08
H -1.59 7.65 1.04 0.07
H -0.63 7.12 -0.36 0.08
O -1.66 2.75 -7.16 -0.30
S -1.78 4.20 -6.97 0.65
O -1.99 5.03 -8.12 -0.29
O -2.78 4.60 -5.74 -0.29
C -3.00 3.63 -4.76 -0.26
C -4.13 4.28 -3.87 -0.05
C -0.23 4.87 -6.13 -0.08
H -2.14 3.46 -4.11 0.12
H -3.35 2.72 -5.24 0.12
H -3.89 4.83 -2.97 0.07
H -4.75 3.41 -3.66 0.07
H -4.75 5.00 -4.41 0.07
H -0.21 5.96 -6.17 0.07
H 0.59 4.36 -6.64 0.06
H -0.34 4.50 -5.11 0.05
O 7.09 6.40 2.15 -0.29
S 8.03 6.41 1.04 0.68
O 9.48 6.48 1.27 -0.33
O 7.77 5.10 0.01 -0.26
C 6.52 5.12 -0.68 -0.31
C 6.20 3.71 -1.12 -0.06
C 7.89 7.80 -0.11 -0.12
H 6.61 5.83 -1.51 0.11
H 5.69 5.37 -0.03 0.12
H 5.16 3.71 -1.45 0.09
H 6.18 2.99 -0.30 0.08
H 6.90 3.31 -1.86 0.08
H 8.28 8.71 0.33 0.08
H 6.83 7.90 -0.37 0.06
H 8.41 7.35 -0.95 0.07
O -0.10 -6.94 3.28 -0.29
S -0.24 -7.00 4.75 0.72
O -1.44 -6.55 5.45 -0.31
O 0.09 -8.58 5.26 -0.27
C 0.23 -8.89 6.62 -0.29
C 1.66 -9.47 7.01 -0.06
C 1.21 -6.05 5.54 -0.08
H -0.46 -9.64 7.02 0.11
H 0.19 -7.99 7.23 0.09
H 1.91 -10.38 6.46 0.07
H 1.86 -9.57 8.07 0.07
H 2.33 -8.66 6.73 0.05
H 2.07 -6.51 5.05 0.06
H 1.24 -6.14 6.63 0.05
H 1.06 -5.02 5.22 0.07
O -9.88 -3.80 3.84 -0.29
S -9.09 -3.42 2.68 0.71
O -8.64 -2.02 2.43 -0.32
O -7.77 -4.44 2.59 -0.27
C -6.75 -4.16 1.68 -0.34
C -6.05 -5.49 1.32 -0.05
C -9.90 -4.05 1.14 -0.09
H -6.16 -3.33 2.06 0.12
H -6.86 -3.58 0.76 0.11
H -5.08 -5.36 0.84 0.08
H -6.73 -6.20 0.84 0.08
H -5.66 -5.93 2.24 0.07
H -10.41 -4.96 1.46 0.07
H -9.12 -4.23 0.40 0.06
H -10.46 -3.16 0.88 0.06
O -7.46 4.28 3.38 -0.34
S -6.12 4.03 3.98 0.73
O -5.12 5.07 3.80 -0.30
O -6.35 3.58 5.65 -0.29
C -7.47 2.70 5.94 -0.28
C -7.81 2.85 7.44 -0.07
C -5.44 2.36 3.35 -0.08
H -7.28 1.68 5.62 0.11
H -8.37 3.03 5.41 0.10
H -8.57 2.12 7.73 0.08
H -8.24 3.84 7.60 0.08
H -6.87 2.71 7.97 0.08
H -5.35 2.40 2.27 0.07
H -6.12 1.56 3.62 0.05
H -4.47 2.27 3.85 0.06
```

Output
net charge: -1
electronic energy: -8781.5653 Ha
strongest force on any atom: 9.2 eV/Å
molar mass: 1421.74 g mol⁻¹

4.
DFT (ωB97M-V/def2-TZVPD) results for a 13-piece molecular cluster, H25O13 overall.

```
38
Properties=species:S:1:pos:R:3:nbo_charge:R:1
O -3.85 -2.07 0.37 -0.99
H 1.55 -3.97 1.56 0.47
H 0.14 1.17 3.07 0.50
O 0.50 3.72 0.10 -0.94
H 0.02 4.01 -0.58 0.47
H 0.79 -2.70 2.08 0.48
O -1.30 -1.34 -0.31 -1.24
H -0.84 -2.05 0.15 0.45
O 1.71 -3.64 -1.74 -0.95
H 2.48 -3.20 -2.00 0.46
H 1.43 -3.25 -0.88 0.48
O -0.58 2.97 -3.56 -0.94
H -4.13 -2.38 -0.64 0.47
H 0.22 2.87 -3.05 0.47
O 2.93 2.75 1.92 -0.94
H 2.68 2.44 1.05 0.47
H 2.43 2.18 2.43 0.47
O 0.92 -3.36 1.23 -0.94
H -1.96 2.14 2.71 0.47
H -1.44 -1.72 -2.00 0.50
O 0.94 0.77 3.51 -0.98
H -1.09 2.24 -3.50 0.47
H 2.67 -1.50 -1.41 0.48
O -1.62 -1.64 -2.94 -0.98
H 0.15 3.19 0.69 0.47
H -0.36 -0.27 -1.05 0.52
O -1.27 0.19 1.87 -1.06
H -2.15 -0.12 2.22 0.47
H -1.31 -0.39 1.02 0.52
O 3.61 -1.18 -1.83 -0.96
H 3.13 -0.43 -2.22 0.47
H -1.48 -0.75 -3.10 0.45
O 0.40 -0.06 -1.73 -1.03
H -1.59 3.52 2.65 0.45
H 1.04 -0.13 3.11 0.48
O -2.24 2.98 2.36 -0.93
H 0.41 0.90 -1.92 0.44
H -2.94 -1.91 0.38 0.50
```

Output
net charge: -1
strongest force on any atom: 7.5 eV/Å
molar mass: 233.19 g mol⁻¹
relative energy (zero: lowest compared OMol25 entry of this formula, charge and spin): 92.5 kcal per mole